{"formula": "C4H5O3", "method": "wB97M-V/def2-TZVPD", "symbols": ["O", "C", "C", "C", "C", "O", "O", "H", "H", "H", "H", "H"], "coordinates": [[-0.4398, -0.6844, -2.4933], [-0.0420, 0.0310, -1.6143], [-0.8666, 0.0266, -0.2917], [-0.0310, -0.6502, 0.7449], [1.0483, 0.5440, 1.2380], [2.2197, 0.0859, 1.1581], [0.5712, 1.6997, 1.4107], [0.7623, 0.6313, -1.8240], [-2.0230, -0.2965, -0.3518], [-1.0725, 1.1890, -0.1708], [-0.4735, -0.9831, 1.6882], [0.3470, -1.5933, 0.5061]], "homo_ev": -3.87, "homo_lumo_gap_ev": 7.9, "charge": -1, "lumo_ev": 4.1, "relative_energy_kj_mol": 150.0, "smiles": "O=CCCC(=O)[O-]"}